Molecular formula: C29H42N2O5PS2Ti
Method: DFT, wB97M-V/def2-TZVPD

Gap between HOMO and LUMO   5.8 eV
Largest force on an atom   0.52 eV/Å
Energy   -98029.2282 eV
Charge   +3
E_HOMO   -16.09 eV
Energy above the lowest of the compared OMol25 structures with the same formula, charge and spin   2.3 kcal/mol
2S+1   1
LUMO   -10.2439 eV

CARTESIAN COORDINATES (ANGSTROEM)
Ti (-1.15, -0.83, -1.54)
S (-1.31, -1.61, 0.79)
C (-1.80, -0.25, 1.70)
N (-2.30, -0.34, 2.89)
C (-2.65, 0.89, 3.62)
C (-1.61, 1.94, 3.37)
N (-1.45, 2.13, 1.91)
C (-1.09, 3.51, 1.47)
C (0.05, 4.02, 2.30)
C (1.29, 3.39, 2.23)
C (2.35, 3.85, 2.99)
C (2.18, 4.96, 3.82)
C (0.95, 5.60, 3.89)
C (-0.12, 5.13, 3.13)
C (-1.58, 1.12, 1.11)
S (-1.48, 1.31, -0.60)
C (-2.53, -1.61, 3.62)
C (-1.61, -1.67, 4.81)
C (-0.24, -1.77, 4.63)
C (0.61, -1.82, 5.72)
C (0.08, -1.77, 7.01)
C (-1.29, -1.68, 7.20)
C (-2.14, -1.63, 6.10)
H (-2.68, 0.64, 4.68)
H (-3.65, 1.22, 3.30)
H (-0.64, 1.66, 3.79)
H (-1.90, 2.89, 3.80)
H (-1.99, 4.12, 1.61)
H (-0.85, 3.48, 0.42)
H (1.43, 2.54, 1.57)
H (3.31, 3.37, 2.94)
H (3.01, 5.33, 4.41)
H (0.82, 6.46, 4.52)
H (-1.08, 5.63, 3.18)
H (-2.37, -2.43, 2.93)
H (-3.58, -1.60, 3.93)
H (0.18, -1.84, 3.62)
H (1.68, -1.91, 5.58)
H (0.74, -1.81, 7.86)
H (-1.70, -1.65, 8.20)
H (-3.21, -1.57, 6.25)
C (-4.67, -2.27, -3.34)
C (-3.40, -2.68, -2.71)
C (-3.01, -4.09, -2.67)
O (-2.69, -1.80, -2.15)
H (-4.99, -2.98, -4.10)
H (-4.60, -1.25, -3.74)
H (-5.43, -2.26, -2.55)
H (-2.88, -4.45, -3.70)
H (-3.84, -4.68, -2.27)
H (-2.10, -4.27, -2.09)
C (3.24, 2.59, -1.79)
C (3.14, 1.40, -2.71)
C (3.40, 1.75, -4.16)
C (3.92, 0.20, -2.22)
O (1.63, 1.03, -2.61)
P (0.87, -0.22, -2.97)
O (-0.67, 0.12, -3.10)
O (0.65, -1.19, -1.71)
O (1.46, -0.92, -4.17)
C (1.31, -2.30, -4.82)
C (2.31, -3.20, -4.12)
C (-0.12, -2.76, -4.64)
C (1.65, -2.05, -6.27)
H (4.28, 2.94, -1.79)
H (2.98, 2.31, -0.77)
H (2.60, 3.40, -2.13)
H (4.43, 2.09, -4.25)
H (2.74, 2.55, -4.49)
H (3.27, 0.88, -4.81)
H (4.98, 0.45, -2.23)
H (3.78, -0.66, -2.88)
H (3.64, -0.07, -1.20)
H (2.08, -3.29, -3.06)
H (3.32, -2.82, -4.24)
H (2.27, -4.19, -4.57)
H (-0.33, -2.98, -3.59)
H (-0.25, -3.69, -5.20)
H (-0.82, -2.02, -5.04)
H (2.66, -1.65, -6.37)
H (0.95, -1.35, -6.72)
H (1.61, -2.99, -6.81)

Here are the Löwdin charges for atoms 1 to 2, given in e:
1. Ti 0.7967
2. S 0.8128